[1]
Molecular formula: C55H85Br2CoGeN2OSi2
Method: DFT, ωB97M-V/def2-TZVPD

Summary:
**Energy relative to the best compared isomer or geometry (same formula, charge and spin)**: 9.7 kcal per mole
**Kohn-Sham gap (alpha / beta)**: 6.806 / 6.614 eV
**LUMO level (alpha / beta)**: -2.420 / -2.742 eV

The geometry in ORCA input format:
```
! RIJCOSX wB97M-V def2-TZVPD def2/J DEFGRID3
* xyz 1 4
Co 0.13190 0.29934 0.59624
O -0.62436 1.66006 6.64820
C -0.57111 1.40542 5.33564
C -1.17510 0.30370 4.73551
C -1.00920 0.12645 3.38507
N -0.30734 0.96966 2.60006
C 0.21044 2.04675 3.19390
Br 1.11640 3.28906 2.10676
C 0.12544 2.30850 4.54073
H -1.12231 0.97856 7.11306
H -1.76475 -0.40478 5.30724
H -1.45857 -0.72732 2.88820
H 0.58153 3.18720 4.97547
C -4.27250 1.42708 1.86586
C -4.98197 2.11576 0.68408
C -6.28002 2.77272 1.19636
C -5.36255 1.01374 -0.31789
Si -3.88745 3.42534 -0.14965
Br -1.78911 2.46496 -0.24732
C -4.29700 3.76728 -1.98178
C -3.44541 4.93645 -2.50699
C -5.78264 4.15422 -2.11917
C -4.01476 2.55879 -2.89199
C -3.59261 4.99412 0.90469
C -4.77612 5.97135 0.72882
C -3.46205 4.62496 2.39157
C -2.29956 5.74482 0.53159
H -4.89722 0.59054 2.20728
H -4.12533 2.09212 2.71694
H -3.29966 1.01568 1.57623
H -6.93856 1.99053 1.59238
H -6.83041 3.29532 0.40771
H -6.09501 3.48318 2.00550
H -5.94994 0.25190 0.21115
H -4.48526 0.52195 -0.74898
H -5.98516 1.39130 -1.13181
H -3.68617 5.88020 -2.01138
H -3.65405 5.06855 -3.57615
H -2.37271 4.74889 -2.39784
H -6.04871 5.02402 -1.51039
H -6.45060 3.33353 -1.84450
H -5.99188 4.40823 -3.16461
H -2.98270 2.20962 -2.81192
H -4.17886 2.87018 -3.93210
H -4.67148 1.71231 -2.69872
H -5.74681 5.51087 0.93240
H -4.80855 6.39229 -0.28065
H -4.65644 6.80868 1.42636
H -4.40148 4.27004 2.82072
H -3.16755 5.52340 2.94905
H -2.69242 3.86158 2.55906
H -2.26315 6.05706 -0.51227
H -1.40859 5.14408 0.73501
H -2.23958 6.65014 1.15142
C -2.01813 -3.13634 -4.16787
C -0.88987 -2.39586 -3.85312
C -0.74723 -1.86958 -2.56633
C -1.72271 -2.06696 -1.58019
C -2.85903 -2.81208 -1.92580
C -3.00333 -3.34461 -3.20024
Si -1.55098 -1.30525 0.13924
C -2.00851 -2.60709 1.44800
C -1.08519 -3.42385 2.12119
C -1.48567 -4.33985 3.08680
C -2.83210 -4.47136 3.40331
C -3.76978 -3.67200 2.76015
C -3.36116 -2.74487 1.80290
H -2.13689 -3.55548 -5.16223
H -0.12560 -2.21823 -4.60438
H 0.14916 -1.29213 -2.33042
H -3.63052 -2.99548 -1.18410
H -3.88646 -3.92574 -3.44762
H -2.80743 -0.50522 0.20846
H -0.03252 -3.35236 1.87410
H -0.74945 -4.96038 3.58784
H -3.14896 -5.19665 4.14286
H -4.82070 -3.76808 3.00491
H -4.10652 -2.10959 1.32813
C 2.26074 -2.98438 4.13740
C 3.00202 -2.29872 3.03327
C 4.32978 -2.32281 2.91184
C 4.99128 -1.69656 1.77084
C 6.48501 -1.83369 1.65918
C 4.30617 -0.96800 0.85746
C 2.87986 -0.76704 0.98723
C 2.18344 -1.64889 1.97399
N 2.12852 0.02345 0.29102
C 2.59944 0.88103 -0.83146
C 3.09970 0.05877 -2.02708
C 3.45858 0.99116 -3.19185
C 4.51954 2.00552 -2.74569
C 3.96634 2.85681 -1.59314
C 2.69415 3.59166 -2.03841
C 1.64651 2.56287 -2.47866
C 2.19773 1.73929 -3.64735
C 1.34643 1.62933 -1.30319
C 3.63487 1.93975 -0.40550
H 2.92822 -3.26053 4.95464
H 1.78578 -3.89895 3.76256
H 1.46200 -2.34793 4.52756
H 4.94320 -2.82446 3.65638
H 6.84431 -2.73058 2.16752
H 6.97110 -0.97226 2.13017
H 6.80412 -1.86482 0.61682
H 4.85816 -0.50418 0.05346
H 1.31783 -1.14593 2.40815
H 2.29595 -0.61600 -2.33480
H 3.95575 -0.56512 -1.76345
H 3.84755 0.39038 -4.01591
H 4.79988 2.64296 -3.58914
H 5.42648 1.48341 -2.41775
H 4.71689 3.58348 -1.27703
H 2.91636 4.27332 -2.86414
H 2.30462 4.19573 -1.20934
H 0.72449 3.06521 -2.77632
H 2.44023 2.40562 -4.48014
H 1.44240 1.03007 -4.00504
H 0.57670 0.90027 -1.60348
H 0.94900 2.23973 -0.47080
H 3.21989 2.52570 0.42254
H 4.54776 1.47232 -0.03790
C -2.28525 -7.47195 -0.99440
C -1.48123 -6.95111 0.19476
C -0.17179 -6.27861 -0.21994
C -0.39660 -5.07244 -1.15983
Ge 0.84883 -3.55670 -0.88434
C 2.09994 -3.91942 -2.38316
C 2.76732 -5.30547 -2.32461
C 3.89565 -5.37328 -1.29470
C 3.43496 -5.07883 0.13504
H -3.14504 -8.05991 -0.66240
H -1.66710 -8.11756 -1.63147
H -2.65880 -6.65317 -1.61395
H -1.26310 -7.77780 0.87561
H -2.07790 -6.22480 0.75655
H 0.47107 -7.01865 -0.70341
H 0.34985 -5.97059 0.69594
H -1.38684 -4.65568 -0.95824
H -0.38154 -5.36126 -2.21707
H 1.74438 -2.45099 1.34702
H 2.86359 -3.13993 -2.43758
H 1.48158 -3.83670 -3.28586
H 3.17986 -5.55499 -3.30574
H 2.02234 -6.07587 -2.09860
H 4.67647 -4.65667 -1.57565
H 4.35242 -6.36516 -1.33064
H 3.17515 -4.01747 0.25944
H 4.21658 -5.29392 0.87009
H 2.56205 -5.68714 0.39802
*
```

Here are the Löwdin charges for atoms 1 to 2, given in e: 0.463 0.114

[2]
Molecular formula: C72H81F9O6
Method: DFT, ωB97M-V/def2-TZVPD

Summary:
**Kohn-Sham gap**: 8.819 eV
**LUMO level**: 0.034 eV

The geometry in ORCA input format:
```
! RIJCOSX wB97M-V def2-TZVPD def2/J DEFGRID3
* xyz 0 1
F 33.75677 -0.41510 -16.62291
C 34.64440 0.48659 -17.10783
C 35.43316 0.16776 -18.22252
C 36.44385 1.05212 -18.62045
C 36.52779 2.28540 -18.00095
C 35.72082 2.63900 -16.86361
C 34.79822 1.68820 -16.46134
H 35.32721 -0.81859 -18.64951
H 37.08013 0.74686 -19.43800
H 37.17357 3.06492 -18.37739
H 35.79715 3.54731 -16.28436
H 34.29266 1.86522 -15.52354
F 31.82158 -3.35341 -8.22645
C 32.43427 -2.78753 -9.29263
C 33.47383 -3.40243 -9.95968
C 33.98221 -2.85357 -11.16743
C 33.60388 -1.55438 -11.49972
C 32.56167 -0.96692 -10.82742
C 31.90260 -1.57337 -9.80001
H 33.79643 -4.40336 -9.71373
H 34.69476 -3.41970 -11.74894
H 34.00322 -1.05785 -12.37172
H 32.10697 -0.08668 -11.25732
H 31.08164 -1.10624 -9.27636
F 37.32016 -6.45468 -17.85171
C 36.37551 -5.85542 -18.55633
C 36.87987 -4.92867 -19.47448
C 35.85734 -4.13949 -20.10207
C 34.50950 -4.34111 -19.88709
C 34.09231 -5.35360 -19.03116
C 35.07016 -6.09672 -18.39906
H 37.95283 -4.84881 -19.56826
H 36.11348 -3.38056 -20.82650
H 33.77439 -3.73838 -20.39968
H 33.04930 -5.58163 -18.86821
H 34.77528 -6.91039 -17.75301
F 41.16196 4.52927 -19.77970
C 41.20427 4.61495 -21.06939
C 42.42769 4.92314 -21.65236
C 42.39165 5.29563 -22.96679
C 41.24342 5.40911 -23.64651
C 39.98927 5.05558 -23.12669
C 40.00203 4.63765 -21.82242
H 43.32525 4.96819 -21.05340
H 43.28951 5.55540 -23.50787
H 41.23526 5.60288 -24.70896
H 39.11587 5.13178 -23.75736
H 39.08595 4.49727 -21.26793
F 41.88417 -1.55161 -19.06745
C 41.76732 -0.81879 -20.21357
C 42.86205 -0.37085 -20.98808
C 42.69062 0.68359 -21.93716
C 41.37850 1.05227 -22.26898
C 40.27698 0.47061 -21.60762
C 40.48114 -0.46389 -20.57386
H 43.87368 -0.63899 -20.72141
H 43.44559 1.16749 -22.53904
H 41.10713 1.88063 -22.90662
H 39.23485 0.72097 -21.74050
H 39.63976 -0.83605 -20.00820
F 32.60814 10.12758 -17.82624
C 33.60986 9.20569 -17.85319
C 34.24138 8.86957 -16.67326
C 35.17766 7.82236 -16.81209
C 35.59579 7.32484 -18.07338
C 34.96851 7.73616 -19.26852
C 34.01732 8.70609 -19.11083
H 33.85060 9.28787 -15.75745
H 35.69289 7.49195 -15.92227
H 36.35900 6.56418 -18.14633
H 35.19637 7.29875 -20.22932
H 33.42541 9.01894 -19.95828
F 33.90928 4.37392 -13.67968
C 32.91481 3.87032 -12.87580
C 32.42630 2.60022 -13.12096
C 31.36213 2.12639 -12.37812
C 30.85977 2.87436 -11.33464
C 31.42594 4.11799 -11.02274
C 32.47979 4.56586 -11.79889
H 32.80804 1.94717 -13.89181
H 30.93318 1.15954 -12.59635
H 29.99907 2.53508 -10.77743
H 30.94122 4.76655 -10.30804
H 32.71054 5.62081 -11.78357
F 33.60242 -1.89929 -21.82180
C 34.75329 -1.47750 -22.40352
C 35.24877 -2.15234 -23.48979
C 36.43883 -1.80955 -24.17702
C 37.03463 -0.55368 -23.75374
C 36.52222 0.14925 -22.66462
C 35.40114 -0.31223 -21.94923
H 34.70723 -3.07132 -23.65897
H 36.92302 -2.42770 -24.91855
H 37.93447 -0.18103 -24.22046
H 37.01175 1.05847 -22.34823
H 34.99101 0.23334 -21.11224
F 37.64680 0.00428 -9.27287
C 37.16075 0.70226 -10.31749
C 36.49851 1.91417 -10.02871
C 36.00669 2.67784 -11.14673
C 36.06961 2.17667 -12.42815
C 36.82615 1.00071 -12.64713
C 37.34877 0.27448 -11.57972
H 36.41535 2.22119 -8.99662
H 35.49735 3.61849 -10.99787
H 35.51983 2.64782 -13.22951
H 36.77902 0.57413 -13.63819
H 37.87426 -0.63732 -11.82240
C 43.72006 7.30167 -16.44726
C 42.67425 6.37189 -15.91026
O 42.94307 5.77081 -14.86616
C 41.42430 6.09418 -16.69564
H 44.19739 6.76951 -17.27010
H 44.40891 7.42926 -15.61222
H 43.25560 8.26375 -16.66354
H 41.85483 6.15095 -17.69541
H 40.90561 7.04960 -16.61669
H 40.81038 5.20172 -16.57431
C 32.65582 -5.20544 -13.75922
C 33.68124 -6.27118 -14.06526
O 34.82370 -6.01250 -14.51133
C 33.16270 -7.68228 -13.96869
H 32.10560 -5.53411 -12.87754
H 32.02135 -5.09913 -14.63912
H 33.06000 -4.22231 -13.51800
H 33.52596 -8.04461 -13.00699
H 33.60233 -8.32691 -14.72979
H 32.07561 -7.75858 -13.94559
C 37.67491 -0.79583 -15.83783
C 36.58978 -1.78152 -15.43307
O 36.08942 -1.72742 -14.35088
C 36.48038 -3.01858 -16.28644
H 38.11167 -1.07295 -16.79727
H 38.46838 -0.86301 -15.09352
H 37.27441 0.21553 -15.90751
H 35.82215 -3.65674 -15.69689
H 37.45465 -3.47082 -16.47183
H 36.11090 -2.76336 -17.27964
C 40.44784 1.18298 -15.00389
C 39.88735 2.11561 -16.02008
O 39.15966 2.99272 -15.72397
C 40.34581 1.86715 -17.46125
H 40.13407 1.55200 -14.02744
H 41.51766 1.14262 -15.20875
H 39.99750 0.19070 -15.03013
H 39.98988 2.66374 -18.11459
H 39.95890 0.87241 -17.68243
H 41.43451 1.82072 -17.48717
C 31.79099 2.12162 -19.50018
C 31.93171 3.46215 -18.86345
O 31.32220 3.71121 -17.81324
C 32.69868 4.55483 -19.56134
H 31.13884 1.52446 -18.86284
H 32.71049 1.53908 -19.55749
H 31.25452 2.19556 -20.44612
H 33.58174 4.79787 -18.97040
H 31.97012 5.36383 -19.50834
H 33.02207 4.28783 -20.56743
C 27.75527 -1.38829 -16.14806
C 27.27414 -0.38518 -17.19365
O 26.06685 -0.00958 -17.30676
C 28.33551 0.20553 -18.08285
H 27.55184 -2.38199 -16.54716
H 27.25114 -1.11320 -15.22163
H 28.82460 -1.22092 -16.01910
H 27.97609 1.16186 -18.46278
H 28.36460 -0.41634 -18.97757
H 29.30779 0.35873 -17.61456
*
```

Here are the Löwdin charges for atoms 1 to 2, given in e: 0.061 -0.280